[1]
DFT (the ωB97M-V functional and the def2-TZVPD basis) results for a structure of composition C33H41ClIN6ORuSSe.

Values from the calculation:
net charge = +2
ΔE to the lowest compared entry with this formula, charge and spin = 1.495 eV
spin multiplicity = 2
E_tot = -5337.8437 a.u.

Last column: Mulliken spin population.
Atoms and positions in Å:
I: -1.56 -2.19 3.90  0.003
Ru: -0.21 0.37 -0.32  0.813
Se: -1.06 1.38 -2.43  0.047
Cl: -3.01 -6.04 -0.03  0.003
S: 1.44 1.14 1.08  0.003
O: -0.77 -0.74 1.16  0.056
N: -0.93 1.78 0.90  0.003
N: -0.92 4.28 -2.55  0.009
N: 4.71 -0.85 -2.19  -0.001
N: -0.87 -1.54 -1.36  -0.031
N: 1.90 -0.36 -1.74  -0.009
N: -2.93 3.53 -2.15  0.003
C: -1.65 3.18 -2.33  0.011
C: 1.38 2.49 -5.30  -0.001
C: -1.35 -2.41 -0.41  -0.011
C: -1.90 -3.66 -0.75  -0.013
C: 4.02 0.31 -2.86  -0.001
C: -1.94 -4.00 -2.11  0.014
C: 0.51 4.37 -2.82  0.006
C: -2.34 -4.49 0.32  0.026
C: -3.03 4.92 -2.23  -0.001
C: 2.58 -1.51 -1.14  0.004
C: -2.58 7.60 -2.51  0.001
C: -1.69 -2.80 1.93  0.037
C: -1.50 6.76 -2.63  0.001
C: -0.93 -1.90 -2.63  0.013
C: -4.98 2.58 -3.18  0.000
C: -2.13 2.32 1.14  -0.008
C: 0.08 2.00 1.75  0.003
C: -0.05 2.76 2.90  0.014
C: -1.76 5.40 -2.48  -0.001
C: -1.26 -1.95 0.93  0.009
C: -4.34 1.86 -4.37  0.000
C: 0.43 3.68 -5.30  0.009
C: -2.34 3.12 2.25  0.005
C: -1.46 -3.13 -3.05  -0.009
C: 2.84 0.73 -1.98  0.015
C: -4.13 5.77 -2.10  -0.001
C: 0.81 4.75 -4.27  -0.002
C: -3.87 7.12 -2.26  0.002
C: -1.28 3.34 3.14  -0.003
C: -4.09 2.65 -1.95  0.001
C: 3.76 -2.00 -1.97  0.000
C: -4.28 0.35 -4.18  -0.001
C: -2.23 -4.07 1.61  -0.018
H: 2.93 -1.21 -0.14  -0.001
H: -2.92 2.09 0.44  0.002
H: 1.45 -0.63 -2.61  0.004
H: -5.27 -0.06 -4.01  0.000
H: 0.44 4.14 -6.29  0.000
H: -3.87 -0.14 -5.07  0.000
H: 2.31 1.56 -2.45  -0.013
H: 1.14 1.80 -6.12  0.000
H: 3.44 -2.32 -2.96  -0.001
H: 3.21 1.09 -1.02  -0.002
H: 5.52 -1.15 -2.73  0.000
H: -3.31 3.55 2.42  0.001
H: -2.37 -4.95 -2.41  0.001
H: 3.70 -0.03 -3.84  0.000
H: -3.71 1.66 -1.69  0.001
H: -2.55 -4.71 2.41  -0.001
H: -5.12 5.41 -1.89  0.000
H: 1.88 -2.33 -1.00  0.000
H: 4.30 -2.81 -1.49  0.000
H: -3.64 0.06 -3.34  0.001
H: -0.56 -1.19 -3.36  0.004
H: -5.90 2.07 -2.90  0.000
H: 2.41 2.81 -5.43  0.000
H: 1.88 4.97 -4.34  0.000
H: -4.69 7.82 -2.18  0.000
H: -1.44 3.95 4.01  0.000
H: 0.29 5.68 -4.50  0.000
H: -2.43 8.67 -2.62  0.000
H: -0.59 3.34 -5.13  -0.001
H: -3.34 2.26 -4.55  0.002
H: -4.92 2.08 -5.26  0.000
H: 5.07 -0.54 -1.28  0.000
H: -5.26 3.60 -3.47  0.000
H: 1.30 1.92 -4.37  0.000
H: -4.64 3.04 -1.09  0.000
H: 4.74 1.12 -2.98  0.000
H: -1.49 -3.36 -4.10  0.000
H: 0.79 2.89 3.57  0.000
H: -0.50 7.14 -2.81  0.000
H: 0.92 5.11 -2.13  0.001
H: 0.94 3.40 -2.56  0.001

---

[2]
DFT (the ωB97M-V functional and the def2-TZVPD basis) results for a structure of composition C34H39F7N2O22S.

Values from the calculation:
net charge = 0
E_tot = -4181.1005 a.u.

Last column: Mulliken charge in e.
Atoms and positions in Å:
S: -4.99 -0.31 -0.61  0.303
F: 1.51 -7.23 -4.02  -0.299
F: 7.53 -4.11 1.79  -0.303
F: 1.10 -0.35 7.04  -0.282
F: 1.18 -4.35 5.31  -0.332
F: 2.44 7.64 -5.09  -0.289
F: -0.15 -2.31 -1.97  -0.344
F: -7.08 -4.17 3.45  -0.289
O: 3.46 1.14 5.03  -0.334
O: -4.77 -4.69 0.97  -0.290
O: 2.21 -0.73 5.11  -0.163
O: 2.72 -5.83 -2.72  -0.343
O: -5.61 -3.01 2.20  -0.283
O: 4.21 -4.43 0.98  -0.005
O: 1.43 0.85 0.71  -0.598
O: -1.20 -4.78 1.58  -0.510
O: -0.13 -4.95 3.56  -0.405
O: 3.51 -5.80 2.61  -0.597
O: -3.85 -2.64 0.83  -0.496
O: 3.46 -0.28 3.28  -0.431
O: 5.70 -5.27 2.43  -0.329
O: 0.56 -3.45 2.04  -0.214
O: 3.14 -4.12 -1.31  -0.452
O: 4.56 4.93 -4.95  -0.315
O: 1.04 -0.88 -0.68  -0.345
O: 3.73 6.38 -6.45  -0.346
O: 1.06 -4.97 -1.47  -0.057
O: 1.22 4.42 -2.02  -0.344
O: -0.64 0.00 0.53  -0.341
O: 5.34 4.92 -7.06  -0.500
N: -5.62 0.51 -1.83  -0.706
N: -4.49 0.91 0.38  -0.685
C: -0.03 -1.82 -0.71  1.136
C: -0.34 -4.43 2.32  0.377
C: -5.76 -5.26 1.82  -0.432
C: 3.68 5.81 -4.24  0.058
C: 3.08 0.02 4.36  0.532
C: -5.88 2.94 -2.38  -0.894
C: 2.31 -0.24 6.44  0.291
C: 2.72 2.63 -1.40  -1.190
C: 5.46 -3.80 0.70  -0.354
C: -1.22 -0.97 -0.34  0.015
C: 6.44 -4.75 1.33  0.305
C: -4.66 -3.37 1.29  0.593
C: -4.84 1.99 -0.31  0.651
C: 2.69 1.21 6.23  -0.485
C: 2.84 6.37 -5.36  0.384
C: -4.56 3.32 0.15  -0.355
C: 1.23 3.11 -1.47  -0.108
C: 4.39 -5.22 2.06  0.484
C: -4.92 4.35 -0.66  0.619
C: -5.59 4.19 -1.93  -0.515
C: 4.62 5.37 -6.23  0.628
C: -5.49 1.83 -1.59  0.613
C: -6.57 -4.05 2.21  0.325
C: 1.16 -4.53 3.96  0.522
C: 0.68 0.06 0.23  0.706
C: 1.65 -6.76 -2.76  0.294
C: 0.47 -5.92 -2.35  -0.544
C: -2.98 5.80 -0.18  -0.821
C: -4.54 5.77 -0.18  -1.208
C: -0.07 4.75 -2.52  -0.671
C: 2.38 -4.90 -1.79  0.427
C: 1.32 -3.22 3.23  -0.191
C: -1.16 4.61 -1.42  -0.530
C: -2.36 5.58 -1.58  -0.258
H: 1.82 1.84 6.07  0.280
H: -2.00 -1.54 0.16  -0.161
H: -2.59 5.02 0.49  0.350
H: 0.90 -2.38 3.78  0.245
H: 1.86 -7.59 -2.08  0.283
H: -0.31 -6.49 -1.84  0.317
H: 2.36 -3.00 3.00  0.140
H: -7.38 -3.80 1.51  0.276
H: 3.41 3.49 -1.40  0.374
H: 2.98 1.97 -2.25  0.243
H: 0.85 3.09 -0.43  0.240
H: -0.05 5.80 -2.85  0.448
H: -1.50 3.56 -1.40  0.150
H: 1.89 -5.28 3.67  0.288
H: -2.08 6.56 -1.99  0.439
H: 6.75 -5.58 0.68  0.307
H: -3.05 5.12 -2.30  0.222
H: 0.67 2.36 -2.06  0.352
H: 0.17 -2.63 -0.01  -0.093
H: 5.48 -2.81 1.16  0.239
H: -5.84 5.06 -2.54  0.362
H: 4.26 6.58 -3.73  0.245
H: 3.28 1.61 7.05  0.287
H: 3.05 -0.82 6.99  0.289
H: 0.02 -5.40 -3.20  0.322
H: -6.37 2.79 -3.34  0.410
H: -4.96 6.01 0.81  0.349
H: -0.71 4.83 -0.44  0.386
H: -5.28 -5.72 2.68  0.280
H: -0.34 4.08 -3.35  0.311
H: 2.92 2.08 -0.48  0.243
H: -1.66 -0.47 -1.21  0.196
H: -4.04 3.53 1.08  0.470
H: -2.65 6.75 0.28  0.454
H: 1.96 5.76 -5.61  0.308
H: 3.09 5.26 -3.50  -0.180
H: -6.34 -6.01 1.30  0.268
H: 5.60 -3.69 -0.38  0.248
H: -4.93 6.51 -0.90  0.328

---

[3]
DFT (the ωB97M-V functional and the def2-TZVPD basis) results for a structure of composition C5H11NO.

Values from the calculation:
net charge = 0
ΔE to the lowest compared entry with this formula, charge and spin = 3.480 eV
E_tot = -327.0034 a.u.

Last column: natural (NBO) charge in e.
Atoms and positions in Å:
O: -0.65 1.29 -0.95  -0.519
N: 0.08 -1.77 0.98  -0.827
C: -0.47 0.43 0.12  0.199
C: 0.00 -1.47 -1.45  -0.647
C: -0.75 1.00 1.49  -0.675
C: 0.93 1.67 -0.69  -0.291
C: -0.17 -0.89 -0.07  0.085
H: -1.49 0.41 2.03  0.214
H: 1.31 1.56 -1.70  0.207
H: 0.81 2.70 -0.37  0.201
H: 1.69 1.21 -0.04  0.213
H: 1.03 -1.80 -1.61  0.206
H: -0.40 -1.57 1.85  0.373
H: 0.00 -2.75 0.73  0.373
H: -0.25 -0.74 -2.22  0.239
H: 0.16 1.05 2.10  0.209
H: -0.66 -2.34 -1.59  0.207
H: -1.16 2.01 1.40  0.231

---

[4]
DFT (the ωB97M-V functional and the def2-TZVPD basis) results for a cluster of 5 separate species, C34H39NO18SSi in total.

Values from the calculation:
SMILES string = [H]/N=C(/C)C[Si@@H](CCCS)OCCOCC.O=C1C=C(O)C(=O)C=C1O.O=C1C=C(O)C(=O)C=C1O.O=C1C=C(O)C(=O)C=C1O.O=C1C=C(O)C(=O)C=C1O
net charge = 0
E_tot = -3415.5177 a.u.

Last column: Mulliken charge in e.
Atoms and positions in Å:
S: -5.33 -1.58 1.66  -0.226
Si: -4.30 2.13 0.52  0.171
O: 2.94 0.36 -5.55  -0.682
O: 4.56 -1.33 -3.65  -0.458
O: -1.43 3.03 5.25  -0.642
O: 7.05 -7.12 -4.50  -0.577
O: -0.74 1.99 0.59  0.017
O: 9.04 -2.45 -2.76  -0.592
O: 9.43 -2.35 -5.46  -0.628
O: -5.72 2.24 7.04  -0.572
O: -3.17 2.62 -0.71  -0.456
O: 4.93 -1.31 -6.36  -0.633
O: 3.29 -6.04 -0.51  -0.564
O: -0.21 1.29 6.97  -0.568
O: 4.92 -8.23 -0.45  -0.608
O: 5.49 -4.88 -4.51  -0.582
O: -4.49 0.57 8.82  -0.606
O: 3.52 2.42 -3.85  -0.640
O: -0.27 -0.98 -2.38  -0.653
O: 0.24 1.13 -0.71  -0.015
N: -4.62 5.73 1.95  -0.747
C: 4.34 -5.40 -2.52  -1.047
C: 8.01 -2.15 -3.60  0.445
C: 5.05 -7.48 -1.40  0.842
C: -0.69 1.59 2.01  0.390
C: 7.19 -1.84 -5.98  -0.783
C: -6.62 0.34 -0.07  -0.754
C: 5.97 -1.58 -5.51  0.459
C: -6.05 1.84 -0.28  -0.433
C: 2.63 1.66 -3.50  1.055
C: 6.02 -7.74 -2.47  -0.863
C: 5.33 -5.65 -3.58  0.987
C: -6.86 4.59 2.02  -1.136
C: 8.30 -2.13 -5.07  0.913
C: 4.21 -6.26 -1.50  0.447
C: -5.25 4.54 2.02  0.448
C: -2.37 3.78 -0.34  -0.196
C: 6.15 -6.89 -3.49  0.328
C: 5.68 -1.58 -4.05  0.759
C: -1.04 3.41 0.54  -0.716
C: -4.36 2.05 7.00  0.368
C: -2.32 0.88 7.94  -0.862
C: 1.31 -0.36 -4.01  -0.901
C: 6.79 -1.89 -3.13  -0.944
C: -6.58 -0.19 1.46  -0.332
C: -1.56 1.50 7.03  0.344
C: 0.94 0.97 -1.88  -0.077
C: -3.61 2.67 6.09  -1.017
C: 1.90 1.83 -2.24  -0.784
C: 0.59 -0.20 -2.74  1.053
C: -3.77 1.11 7.99  0.847
C: -4.33 3.22 2.10  0.400
C: -2.16 2.46 6.05  1.005
C: -0.91 -0.03 2.17  -0.978
C: 2.27 0.50 -4.37  0.203
H: -1.90 0.18 8.65  0.417
H: -7.20 4.58 0.91  0.235
H: -7.36 3.66 2.51  0.276
H: -1.51 2.08 2.65  -0.391
H: -4.03 3.36 5.37  0.592
H: -3.23 3.51 2.35  -0.021
H: 2.16 2.69 -1.63  0.478
H: -7.62 -0.69 1.67  0.368
H: -1.96 4.22 -1.34  0.353
H: 3.58 1.11 -5.57  0.342
H: -1.11 3.92 1.59  0.334
H: 6.61 -8.64 -2.39  0.418
H: -7.29 5.58 2.47  0.346
H: 1.04 -1.20 -4.63  0.451
H: -0.13 3.93 0.02  0.324
H: 3.74 -4.51 -2.60  0.547
H: -4.21 -1.34 0.85  0.112
H: 0.01 -0.49 2.70  0.259
H: -5.93 2.02 -1.41  0.313
H: 4.15 -1.16 -5.78  0.261
H: -6.03 1.68 7.78  0.352
H: 6.95 -6.36 -5.11  0.337
H: -3.87 0.78 0.96  -0.311
H: -6.48 0.64 2.26  0.172
H: -7.74 0.37 -0.38  0.324
H: -6.11 -0.40 -0.81  0.318
H: 3.39 -6.79 0.11  0.347
H: -6.85 2.57 0.11  0.154
H: 7.41 -1.84 -7.04  0.446
H: 0.10 1.86 6.24  0.339
H: -0.39 0.38 -0.68  0.115
H: 6.56 -1.91 -2.07  0.452
H: 9.82 -2.59 -3.34  0.345
H: -1.82 -0.18 2.89  0.275
H: -3.60 5.60 1.99  0.302
H: 0.36 1.90 2.41  0.383
H: -1.14 -0.49 1.14  0.152
H: -4.68 2.53 2.98  0.099
H: -3.00 4.64 0.12  0.174

---

[5]
DFT (the ωB97M-V functional and the def2-TZVPD basis) results for a structure of composition C5H41O16.

Values from the calculation:
net charge = -1
ΔE to the lowest compared entry with this formula, charge and spin = 7.649 eV
E_tot = -1418.8582 a.u.

Last column: natural (NBO) charge in e.
Atoms and positions in Å:
O: 1.11 1.69 -1.04  -1.014
O: 4.24 0.34 -0.46  -0.968
O: 3.46 2.69 -1.66  -0.922
O: -1.91 -3.07 0.88  -1.039
O: 3.41 0.47 -2.93  -1.047
O: -1.39 2.56 -3.05  -0.996
O: -0.36 -1.99 -0.71  -1.051
O: 0.21 -4.24 2.08  -0.961
O: 3.31 -1.73 2.56  -0.963
O: -4.75 0.25 -0.86  -0.990
O: -4.03 -1.20 1.66  -0.931
O: -2.90 2.28 -0.82  -0.814
O: -2.30 -0.70 -2.21  -0.975
O: 1.38 -2.09 0.91  -1.146
O: 3.55 -2.27 -0.44  -1.019
O: 0.78 -0.46 -2.48  -1.049
C: -0.79 2.69 2.25  -0.398
C: -1.84 1.98 1.39  -0.408
C: -0.15 0.30 2.93  -0.626
C: -1.97 2.87 -0.03  -0.055
C: -0.52 1.74 3.44  -0.403
H: 0.10 3.06 1.66  0.231
H: 0.49 2.08 -1.56  0.459
H: -1.37 1.61 4.24  0.200
H: 3.11 1.43 -2.56  0.520
H: 2.80 -2.25 0.22  0.493
H: -2.01 2.05 -2.45  0.504
H: 3.12 -2.55 -1.41  0.471
H: -1.06 -3.34 1.27  0.484
H: 0.26 2.15 4.13  0.195
H: -2.48 3.76 0.29  0.160
H: -4.46 -0.42 -1.51  0.508
H: 3.82 -0.12 -2.39  0.478
H: 0.58 -0.03 3.64  0.224
H: -3.58 -0.47 1.67  0.446
H: -2.85 1.96 1.84  0.178
H: -1.62 1.08 1.19  0.180
H: 0.74 -3.73 1.46  0.500
H: 0.34 0.21 1.96  0.189
H: 3.99 -1.48 2.06  0.447
H: -3.46 -1.84 1.46  0.495
H: 0.63 -1.98 -0.07  0.503
H: -0.88 2.04 -3.63  0.479
H: 3.54 2.11 -0.98  0.491
H: 0.39 -1.17 -1.81  0.494
H: -1.06 -0.27 2.75  0.215
H: 2.74 -2.26 1.95  0.488
H: -4.74 -0.20 0.02  0.497
H: 0.55 -3.93 2.93  0.473
H: 2.71 3.25 -1.50  0.486
H: -1.57 -2.59 0.08  0.487
H: 1.04 0.75 -1.39  0.500
H: -1.43 -1.06 -2.03  0.489
H: 1.27 -1.12 1.26  0.487
H: -2.18 0.20 -1.76  0.468
H: -1.33 3.73 2.66  0.180
H: -1.07 2.79 -0.74  0.210
H: 3.61 -0.32 -0.08  0.503
H: 1.70 -0.55 -2.78  0.510
H: 4.70 0.68 0.25  0.463
H: -0.26 -2.85 -1.11  0.464
H: -3.70 1.70 -0.44  0.523

---

[6]
DFT (the ωB97M-V functional and the def2-TZVPD basis) results for the ion C4H6IN2 with charge +1.

Values from the calculation:
SMILES string = CC#CN/C=[NH+]/I
net charge = +1
ΔE to the lowest compared entry with this formula, charge and spin = 3.404 eV
E_tot = -562.8451 a.u.

Last column: natural (NBO) charge in e.
Atoms and positions in Å:
I: 5.26 -0.16 -0.12  0.488
N: 3.30 0.14 0.49  -0.700
N: 1.31 1.28 0.42  -0.530
C: -1.20 -1.45 -0.47  -0.710
C: 0.58 0.18 0.33  -0.005
C: -0.49 -0.38 0.21  0.183
C: 2.62 1.26 0.34  0.372
H: 1.04 2.26 0.50  0.449
H: -0.75 -2.38 -0.54  0.270
H: -2.29 -1.47 -0.25  0.263
H: 3.18 2.10 -0.05  0.236
H: 2.69 -0.67 0.51  0.430
H: -1.15 -1.17 -1.56  0.254

---

[7]
DFT (the ωB97M-V functional and the def2-TZVPD basis) results for a structure of composition C35H40AsBrN3PSn.

Values from the calculation:
net charge = +2
E_tot = -6886.7982 a.u.

Last column: Mulliken charge in e.
Atoms and positions in Å:
Sn: -2.19 -1.04 -0.25  0.761
Br: -3.52 -3.08 5.27  -0.121
As: 4.45 -2.14 0.57  0.231
P: 0.41 0.03 -0.04  0.423
N: -4.41 -0.18 -1.29  -0.059
N: -2.42 -0.93 2.01  -0.123
N: -4.07 0.56 -0.11  -0.280
C: 3.98 -3.66 -1.80  -0.393
C: 0.09 1.25 -1.34  0.442
C: -0.52 2.99 -3.43  -0.604
C: 3.83 -3.92 -3.15  -0.688
C: 4.37 -2.39 -1.36  -0.078
C: 7.18 1.02 0.27  -0.562
C: 6.57 2.08 0.93  -0.577
C: -0.26 0.71 4.06  -0.037
C: 6.53 -0.19 0.15  -0.415
C: 5.25 -0.37 0.67  0.337
C: 0.90 2.70 3.14  -0.791
C: 0.31 2.09 4.16  -1.259
C: 4.47 -1.66 -3.66  -0.755
C: -5.85 -1.15 -2.94  -1.704
C: 4.61 -1.39 -2.30  0.314
C: 4.65 0.70 1.35  -0.134
C: 5.31 1.91 1.48  -0.732
C: 2.55 -1.60 0.78  -1.671
C: -0.64 2.41 -1.09  -0.130
C: -6.32 -1.47 -0.49  -1.582
C: -2.83 -1.65 4.29  -0.346
C: -0.23 0.12 2.62  0.014
C: -5.85 -0.49 -1.56  1.138
C: 0.19 1.82 -3.68  -0.675
C: -0.94 3.28 -2.14  -0.857
C: -1.76 0.27 2.53  -0.328
C: 2.07 -0.66 -0.32  -0.397
C: 0.49 0.87 1.55  -0.605
C: -2.87 -1.80 2.83  -0.256
C: -6.69 0.78 -1.56  -1.636
C: 1.01 2.07 1.80  0.584
C: -1.83 0.60 4.05  0.038
C: 4.07 -2.93 -4.09  -0.468
C: -2.38 -0.53 4.86  -0.645
C: 0.49 0.95 -2.65  -0.689
H: -2.42 -0.41 5.93  0.538
H: -7.71 0.55 -1.89  0.449
H: 3.54 -4.92 -3.48  0.428
H: -6.38 -1.01 0.50  0.396
H: 3.98 -3.14 -5.14  0.427
H: -5.54 -0.45 -3.71  0.436
H: 0.20 0.06 4.81  0.564
H: -3.31 -2.71 2.43  0.548
H: -0.96 2.66 -0.09  0.409
H: 3.82 -4.46 -1.08  0.400
H: -2.33 1.53 4.30  0.564
H: 1.06 0.05 -2.86  0.367
H: -4.33 1.54 -0.20  0.270
H: -0.74 3.67 -4.24  0.437
H: 0.25 2.59 5.12  0.454
H: 7.09 3.03 1.03  0.400
H: -5.67 -2.35 -0.45  0.317
H: -6.78 1.22 -0.57  0.375
H: -4.06 0.38 -2.07  0.322
H: 8.18 1.14 -0.14  0.402
H: 2.08 -1.17 -1.29  0.608
H: 4.84 2.73 2.01  0.424
H: 2.46 -1.15 1.77  0.441
H: -2.04 1.12 1.90  0.016
H: 1.97 -2.52 0.78  0.536
H: 2.69 0.24 -0.41  0.412
H: -6.28 1.52 -2.25  0.397
H: -5.19 -2.02 -2.96  0.383
H: -6.86 -1.48 -3.18  0.419
H: 0.05 -0.94 2.62  0.702
H: -4.63 0.18 0.66  0.258
H: 4.92 -0.41 -1.99  0.379
H: 1.49 2.64 1.01  0.643
H: 3.67 0.58 1.80  0.393
H: 7.03 -1.01 -0.36  0.448
H: 0.52 1.59 -4.69  0.462
H: 1.32 3.69 3.27  0.513
H: -7.33 -1.82 -0.73  0.451
H: 4.68 -0.89 -4.39  0.448
H: -1.49 4.19 -1.94  0.479